{"formula": "C6H15NO", "method": "the ωB97M-V functional and the def2-TZVPD basis", "elements": ["O", "N", "C", "C", "C", "C", "C", "C", "H", "H", "H", "H", "H", "H", "H", "H", "H", "H", "H", "H", "H", "H", "H"], "xyz": [[1.1771, -1.0255, -2.1128], [0.5118, -2.4854, -0.5056], [2.7551, -1.5785, -0.3252], [-0.7138, 1.0502, 0.3266], [1.5072, -1.7043, -1.1631], [-1.6300, 0.0287, 1.0486], [-0.5173, 2.3884, 1.1887], [-1.2508, 1.2965, -1.1923], [-1.2296, -0.8680, 0.7523], [-0.4096, -2.4576, -0.8639], [-1.3897, 2.5508, 1.8442], [0.2767, 2.3731, 1.8717], [-0.6781, 3.2846, 0.4612], [-2.6921, 0.0251, 0.7482], [0.2473, 0.5108, 0.2709], [3.5735, -1.3330, -1.0201], [2.8874, -2.5130, 0.0226], [-2.1954, 0.7237, -1.2979], [0.7292, -2.6065, 0.4253], [-1.4861, 2.2877, -1.2977], [-1.5883, 0.0882, 2.1162], [2.6526, -0.8946, 0.4404], [-0.5373, 0.8586, -1.7383]], "nbo_charge": [-0.60, -0.85, -0.71, -0.19, 0.69, -0.61, -0.62, -0.59, 0.19, 0.40, 0.20, 0.21, 0.21, 0.20, 0.18, 0.24, 0.21, 0.19, 0.38, 0.20, 0.20, 0.24, 0.23], "smiles": "CC(N)=O.CC(C)C", "homo_energy_ev": -9.924, "de_lowest_kcal_mol": 47.7}

---

{"formula": "C7H12Cl2O3PW", "method": "the ωB97M-V functional and the def2-TZVPD basis", "elements": ["W", "Cl", "Cl", "P", "O", "O", "O", "C", "C", "C", "C", "C", "C", "C", "H", "H", "H", "H", "H", "H", "H", "H", "H", "H", "H", "H"], "xyz": [[0.7642, -1.0998, 0.7495], [2.7646, -1.5876, -0.2871], [2.3577, -0.5136, 2.4319], [0.2357, 1.0409, 0.0480], [-2.4899, -1.0700, 1.6670], [-1.8541, -1.5927, -0.5620], [-0.4442, 0.4791, 3.4954], [0.1220, 0.8742, -1.7291], [1.5988, 2.1740, 0.4096], [-0.5566, -2.0502, -0.6795], [-0.1448, -0.1709, 2.5932], [-1.1981, 1.9711, 0.5650], [-0.3161, -3.1974, -1.5274], [-1.6015, -1.0364, 0.8566], [2.5663, 1.6891, 0.2656], [1.4878, 3.0218, -0.2743], [0.1699, 1.8921, -2.1187], [0.4627, -2.9515, -2.2620], [-1.0688, 2.3198, 1.5942], [-1.2197, -3.5526, -2.0446], [1.5203, 2.5171, 1.4461], [-0.8256, 0.4034, -1.9971], [-1.2825, 2.8316, -0.1076], [-2.1045, 1.3615, 0.5058], [0.9528, 0.2757, -2.1014], [0.1037, -4.0287, -0.9370]], "nbo_charge": [0.94, 0.09, 0.31, 1.15, -0.36, -0.40, -0.23, -0.95, -0.96, 0.37, 0.57, -0.95, -0.80, 0.55, 0.28, 0.32, 0.32, 0.32, 0.29, 0.32, 0.29, 0.29, 0.33, 0.29, 0.28, 0.33], "homo_energy_ev": [-22.586, -22.443], "multiplicity": 3, "charge": 3, "s2": 2.02}

---

{"formula": "C24H72MnNO15", "method": "the ωB97M-V functional and the def2-TZVPD basis", "elements": ["Mn", "O", "O", "O", "O", "O", "O", "O", "O", "O", "O", "O", "O", "O", "O", "O", "N", "C", "C", "C", "C", "C", "C", "C", "C", "C", "C", "C", "C", "C", "C", "C", "C", "C", "C", "C", "C", "C", "C", "C", "C", "H", "H", "H", "H", "H", "H", "H", "H", "H", "H", "H", "H", "H", "H", "H", "H", "H", "H", "H", "H", "H", "H", "H", "H", "H", "H", "H", "H", "H", "H", "H", "H", "H", "H", "H", "H", "H", "H", "H", "H", "H", "H", "H", "H", "H", "H", "H", "H", "H", "H", "H", "H", "H", "H", "H", "H", "H", "H", "H", "H", "H", "H", "H", "H", "H", "H", "H", "H", "H", "H", "H", "H"], "xyz": [[2.0390, 2.0749, -1.5673], [0.5752, -0.7497, 1.1325], [-5.5977, -1.3060, 2.8463], [4.0665, -1.5235, -0.6416], [-0.3055, -0.9583, -2.9144], [-1.0316, -0.3963, -0.2570], [0.1832, 2.7034, -2.4205], [-2.3339, 2.0604, 5.7590], [1.9808, 0.4869, -3.0778], [0.8407, -3.4996, 1.8512], [2.4056, 0.2225, 3.0488], [-2.3343, 3.2012, -1.4876], [0.8087, 0.7235, -0.4278], [-2.7778, -2.6155, -0.8687], [3.5997, 1.1308, -0.5292], [1.9867, 3.5052, 0.1426], [0.1176, -0.1289, 0.1648], [-0.4385, -3.6522, 2.4576], [0.2064, 5.1810, 0.0383], [3.2635, -0.8353, 5.0010], [-0.8477, 2.0608, -4.5602], [2.8928, -0.2780, -3.9107], [4.6371, 1.6082, 0.3854], [5.9972, 1.5108, -0.2776], [-0.5176, 1.4422, 4.3032], [3.0132, 0.4076, -5.2603], [-3.3237, -0.7957, 2.2113], [-0.1065, 3.1193, -3.7702], [-3.2593, 2.3481, -0.8237], [2.4521, -1.0243, 3.7334], [2.1186, -2.9929, -0.7303], [-0.4971, -5.0333, 3.0767], [3.2521, -2.4386, 0.1217], [-4.8574, -3.3188, -1.8415], [-0.9344, -2.1443, -3.4173], [-1.9502, 1.1523, 4.7215], [-0.6864, -2.1657, -4.9264], [-4.4090, -0.5860, 3.2594], [-3.3749, 2.7441, 0.6668], [0.6910, 3.8926, 0.6720], [-4.1328, -2.2052, -1.1071], [0.3853, -2.1645, -5.1437], [-0.6744, -0.7423, -2.0379], [3.6412, -0.1303, -5.9708], [-4.6624, 0.4712, 3.3799], [-2.3477, -0.4578, 2.5573], [3.8900, -3.2542, 0.4652], [3.2210, -1.7195, 5.6386], [4.3013, -0.5870, 4.7834], [-3.5829, -0.3075, 1.2671], [2.9198, -1.8040, 3.1258], [-3.2691, -1.8553, 1.9577], [-4.1485, -0.9817, 4.2394], [2.0271, 0.5325, -5.7176], [0.8102, 4.0749, 1.7406], [-1.4596, -5.1779, 3.5686], [4.3819, 2.6228, 0.6800], [-1.8013, 1.8169, -4.0950], [1.7996, 0.1544, 2.2967], [3.8705, -0.2311, -3.4276], [0.1567, 5.1227, -1.0569], [-4.2845, 2.4162, -1.1964], [-5.8510, -2.9603, -2.1155], [-2.6327, 4.1174, -1.4654], [6.8023, 1.7355, 0.4187], [-0.5945, -3.0201, -2.8563], [-0.1192, 0.7275, 3.5768], [0.7951, 3.3989, -4.3175], [-0.4065, 2.4047, 3.7973], [4.4605, -2.0412, -1.3520], [-4.6677, -1.9818, -0.1775], [2.8323, -1.9153, 0.9785], [-1.0987, 2.4608, -5.5470], [3.7691, 0.1528, -0.5551], [4.5671, 0.9569, 1.2579], [-0.5908, -2.8810, 3.2241], [3.3919, 1.4295, -5.1819], [-2.4230, 2.7014, 1.1910], [-0.0251, 3.0884, 0.5272], [0.8750, 6.0338, 0.1839], [-4.1339, 2.1370, 1.1589], [-2.8922, 1.3320, -0.9562], [1.6213, -3.8233, -0.2283], [-0.8023, 5.4481, 0.3511], [1.4259, -1.3193, 3.9718], [1.3553, -2.2594, -0.9937], [-5.9502, -0.7525, 2.1389], [2.5459, -1.3036, -4.0125], [-2.5947, 1.2916, 3.8567], [-4.9273, -4.2319, -1.2570], [0.1173, 1.4231, 5.1897], [-0.4380, -5.7931, 2.2948], [-1.1069, -1.2618, -5.3609], [-3.9802, -1.2825, -1.6825], [-1.0908, -3.0822, -5.3539], [-4.3318, -3.5427, -2.7714], [6.0192, 2.2091, -1.1162], [-2.0124, -2.0774, -3.2403], [2.5309, 4.3008, 0.2173], [-2.0935, 1.6146, 6.5785], [0.3466, -5.1897, 3.7465], [6.1280, 0.4938, -0.6467], [0.8966, -2.6094, 1.4804], [1.1329, -0.0319, -3.1456], [-2.2767, -1.8459, -0.5730], [-3.7626, 3.7663, 0.6377], [-0.6471, 2.8359, -1.9104], [-1.2165, -3.5379, 1.6937], [2.8479, -0.0322, 5.6140], [-2.0004, 0.1048, 5.0311], [-0.7126, 4.0254, -3.6950], [-0.1985, 1.2098, -4.7543], [2.5312, -3.3495, -1.6808]], "lowdin_spin": [4.75, 0.00, 0.00, 0.00, 0.00, 0.00, 0.04, 0.00, 0.04, 0.00, 0.00, 0.00, 0.03, 0.00, 0.04, 0.04, 0.01, 0.00, 0.00, 0.00, 0.00, 0.01, 0.01, 0.00, 0.00, 0.00, 0.00, 0.01, 0.00, 0.00, 0.00, 0.00, 0.00, 0.00, 0.00, 0.00, 0.00, 0.00, 0.00, 0.00, 0.00, 0.00, 0.00, 0.00, 0.00, 0.00, 0.00, 0.00, 0.00, 0.00, 0.00, 0.00, 0.00, 0.00, 0.00, 0.00, 0.00, 0.00, 0.00, 0.00, 0.00, 0.00, 0.00, 0.00, 0.00, 0.00, 0.00, 0.00, 0.00, 0.00, 0.00, 0.00, 0.00, 0.00, 0.00, 0.00, 0.00, 0.00, 0.00, 0.00, 0.00, 0.00, 0.00, 0.00, 0.00, 0.00, 0.00, 0.00, 0.00, 0.00, 0.00, 0.00, 0.00, 0.00, 0.00, 0.00, 0.00, 0.00, 0.00, 0.00, 0.00, 0.00, 0.00, 0.00, 0.00, 0.00, 0.00, 0.00, 0.00, 0.00, 0.00, 0.00, 0.00], "homo_energy_ev": [-11.580, -11.580], "multiplicity": 6, "charge": 1, "s2": 8.75}

---

{"formula": "C4H5NO", "method": "the ωB97M-V functional and the def2-TZVPD basis", "elements": ["O", "N", "C", "C", "C", "C", "H", "H", "H", "H", "H"], "xyz": [[0.2569, -2.2690, -0.2176], [-1.3074, 2.1929, -0.1880], [-0.2157, -0.2083, 0.3604], [0.7651, 0.7529, 0.7668], [-0.0715, -1.2267, -0.9073], [-0.7063, 1.2395, 0.1359], [0.9838, 0.9549, 1.8160], [-0.7800, -0.7006, 1.1468], [1.4365, 1.1987, 0.0346], [-1.0599, -1.1982, -1.4076], [0.6984, -0.7361, -1.5398]], "nbo_charge": [-0.46, -0.22, -0.24, -0.32, -0.01, 0.19, 0.24, 0.27, 0.24, 0.16, 0.15], "homo_energy_ev": [-8.501, -10.279], "de_lowest_kcal_mol": 127.0}

---

{"formula": "C6H14ClI2NO2PYb", "method": "the ωB97M-V functional and the def2-TZVPD basis", "elements": ["Yb", "I", "I", "Cl", "P", "O", "O", "N", "C", "C", "C", "C", "C", "C", "H", "H", "H", "H", "H", "H", "H", "H", "H", "H", "H", "H", "H", "H"], "xyz": [[1.4879, -0.0691, 0.7470], [-2.4936, 1.8875, 0.1743], [-2.5058, -1.3389, -0.2311], [3.8371, -0.1898, 0.3280], [0.6421, 0.2164, -2.2561], [-4.7937, 0.1943, 1.5130], [0.8528, -0.1297, 2.8202], [-1.0750, -1.0690, 3.5071], [1.5811, 1.5559, -3.1080], [0.2671, 0.1516, 5.1597], [1.5200, -1.1545, -3.0514], [0.0386, -0.3613, 3.7709], [-0.7776, 0.2458, -3.4153], [-3.7864, 0.1994, 0.9256], [-0.4527, 0.2919, -4.4642], [1.3270, 0.1005, 5.4144], [1.7753, 1.2937, -4.1664], [-0.2983, -0.4171, 5.9135], [-0.0657, 1.2070, 5.2155], [-1.1660, -1.5420, 2.6118], [-1.6992, -1.3395, 4.2610], [0.8950, -2.0426, -2.9884], [1.7234, -0.9453, -4.1045], [-1.3719, -0.6585, -3.2712], [2.4592, -1.3440, -2.5361], [0.9618, 2.4627, -3.0259], [2.5299, 1.6868, -2.5625], [-1.4122, 1.1076, -3.1809]], "nbo_charge": [2.14, 0.11, 0.01, -0.57, 0.68, -0.41, -0.88, -0.73, -0.91, -0.73, -0.94, 0.77, -0.91, 0.38, 0.27, 0.28, 0.26, 0.26, 0.29, 0.42, 0.44, 0.25, 0.26, 0.24, 0.25, 0.25, 0.24, 0.25], "homo_energy_ev": [-15.253, -15.252], "multiplicity": 2, "charge": 2, "s2": 0.75}

---

{"formula": "C24H22N11O4Pd", "method": "the ωB97M-V functional and the def2-TZVPD basis", "elements": ["Pd", "O", "O", "O", "O", "N", "N", "N", "N", "N", "N", "N", "N", "N", "N", "N", "C", "C", "C", "C", "C", "C", "C", "C", "C", "C", "C", "C", "C", "C", "C", "C", "C", "C", "C", "C", "C", "C", "C", "C", "H", "H", "H", "H", "H", "H", "H", "H", "H", "H", "H", "H", "H", "H", "H", "H", "H", "H", "H", "H", "H", "H"], "xyz": [[0.8400, -0.1884, -0.5126], [-1.2026, 0.8510, -0.6453], [-4.1248, 7.2426, 0.0727], [-4.2932, 6.8809, -2.0546], [0.5393, 2.0190, -0.0417], [0.5303, 0.1665, -4.7025], [1.5096, -0.6961, -4.8172], [1.2605, -0.2814, 1.7454], [-0.1594, 0.5773, -5.7461], [0.7600, -2.3842, -0.4200], [2.6918, 0.0676, 3.3945], [0.2880, 0.5175, -3.4707], [1.5602, -4.4111, -0.0672], [3.1887, -1.0347, -0.1055], [-3.9167, 6.6656, -0.9464], [1.1488, -0.1522, -2.7325], [0.9741, 0.4013, 5.2314], [-1.4803, 3.2096, -0.5347], [3.6494, -0.3054, 1.0818], [-1.6507, -3.0165, -0.7178], [-2.4875, -4.1183, -0.7431], [-2.1118, 3.4643, -1.7471], [-0.8549, -0.0793, 3.0792], [-1.6136, 4.0888, 0.5336], [3.2114, -2.5014, 0.0235], [0.2012, -4.5639, -0.2735], [-0.4134, 0.4077, 5.4109], [-1.3044, 0.1679, 4.3609], [-2.8953, 4.5984, -1.8925], [1.8857, -0.8938, -3.5725], [-3.0372, 5.4461, -0.8065], [-2.4149, 5.2153, 0.4087], [-0.6599, 1.9525, -0.3970], [-0.6424, -5.6641, -0.3039], [1.4299, 0.1501, 3.9513], [-1.9958, -5.4090, -0.5394], [1.8458, -3.1001, -0.1515], [0.5340, -0.0793, 2.8781], [-0.2895, -3.2565, -0.4908], [2.5436, -0.1790, 2.0836], [-2.6792, -6.2431, -0.5644], [3.9521, 0.7040, 0.7706], [-1.1237, 3.8941, 1.4759], [4.5276, -0.7834, 1.5418], [1.6441, 0.5903, 6.0557], [-2.3634, 0.1672, 4.5660], [3.8855, -2.9394, -0.7246], [-0.8053, 0.6084, 6.3951], [-2.0020, -2.0007, -0.8507], [-2.5478, 5.8946, 1.2399], [3.7490, -0.7458, -0.9050], [-1.5203, -0.2565, 2.2461], [2.6716, -1.5651, -3.2946], [-1.9958, 2.7854, -2.5787], [-0.2864, -6.6747, -0.1703], [2.2073, -5.1676, 0.1121], [-3.3823, 4.8111, -2.8331], [0.2203, 0.3612, -6.6590], [-3.5430, -3.9811, -0.9197], [-0.8104, 1.3376, -5.6259], [3.5619, 0.2184, 3.8863], [3.5958, -2.7904, 1.0122]], "nbo_charge": [1.17, -0.67, -0.34, -0.34, -0.69, 0.22, -0.24, -0.52, -0.59, -0.50, -0.49, -0.06, -0.50, -0.62, 0.54, -0.39, -0.14, -0.16, -0.30, -0.08, -0.23, -0.17, -0.12, -0.17, -0.31, 0.16, 0.03, -0.22, -0.22, 0.13, 0.13, -0.22, 0.79, -0.14, 0.10, 0.03, 0.51, 0.30, 0.20, 0.51, 0.27, 0.29, 0.21, 0.24, 0.27, 0.27, 0.27, 0.27, 0.27, 0.27, 0.42, 0.26, 0.21, 0.22, 0.27, 0.46, 0.26, 0.44, 0.27, 0.43, 0.47, 0.25], "homo_energy_ev": [-15.621, -15.615], "multiplicity": 5, "charge": 3, "de_lowest_kcal_mol": 28.6, "s2": 6.04}